(1)
# C10H15BBr12N2O4P

C10H15BBr12N2O4P as an isolated structure in a non-equilibrium geometry (ωB97M-V with the def2-TZVPD basis set, the Open Molecules 2025 dataset).

Geometry as ORCA input:
```
! RIJCOSX wB97M-V def2-TZVPD def2/J DEFGRID3
* xyz -1 1
C 1.46 2.73 3.48
C 2.04 1.89 2.48
B 2.45 0.90 1.20
N 3.97 0.65 1.38
N 1.62 -0.36 1.35
C 0.19 -0.09 1.74
C -0.99 0.54 0.79
O -0.17 -0.38 3.02
C 1.77 -1.33 0.21
C 3.17 -2.24 0.12
O 0.91 -1.51 -0.80
P 2.15 1.90 -0.40
O 2.53 1.03 -1.85
O 3.33 3.23 -0.37
H 1.32 3.43 4.41
H 4.10 -0.11 2.12
H 4.40 1.54 1.71
H -1.72 1.28 1.34
H -1.67 -0.38 0.44
H -0.60 1.02 -0.22
H 3.60 -2.50 1.17
H 2.87 -3.20 -0.49
H 3.92 -1.59 -0.55
H 2.82 1.75 -2.51
H 3.64 3.40 0.57
C -0.15 -4.43 -2.38
Br 1.67 -4.46 -3.06
Br -1.43 -5.12 -3.67
Br -0.30 -5.34 -0.67
H -0.41 -3.38 -2.20
C 3.96 -1.13 -4.65
Br 5.21 -1.41 -3.17
Br 4.36 0.50 -5.64
Br 3.87 -2.68 -5.81
H 2.97 -1.00 -4.21
C -5.02 1.67 3.01
Br -5.11 0.24 1.69
Br -3.37 1.59 4.05
Br -5.28 3.42 2.21
H -5.85 1.51 3.71
C -8.35 1.66 0.15
Br -9.49 2.75 1.28
Br -9.17 -0.05 -0.29
Br -7.78 2.63 -1.44
H -7.44 1.45 0.73
*
```

The calculation puts the total energy at -32054.74945 Eh.

=====

(2)
# C10H15BNO

An isolated ion of composition C10H15BNO and charge +1 in a non-equilibrium geometry (ωB97M-V with the def2-TZVPD basis set, the Open Molecules 2025 dataset).

Geometry as ORCA input:
```
! RIJCOSX wB97M-V def2-TZVPD def2/J DEFGRID3
* xyz 1 1
C -1.47 2.70 2.21
N -0.17 2.12 1.73
C -0.39 0.81 1.08
B -0.32 1.23 -0.53
O 0.07 0.46 -1.51
C 0.34 -0.89 -1.20
C 0.39 -1.81 -2.25
C -0.01 -1.42 -3.61
C 0.91 -3.07 -1.98
C 1.21 -3.46 -0.65
C 1.32 -2.46 0.31
C 0.82 -1.17 0.09
C 1.12 -0.12 1.02
H -1.53 3.17 3.07
H -1.91 3.26 1.45
H -2.19 1.98 2.24
H 0.46 1.88 2.52
H 0.24 2.84 1.19
H -1.24 0.14 1.39
H -0.21 2.37 -0.89
H -0.38 -0.30 -3.70
H 0.80 -1.56 -4.37
H -0.66 -2.28 -3.92
H 0.91 -3.76 -2.88
H 1.58 -4.50 -0.40
H 1.72 -2.87 1.25
H 1.27 -0.55 1.97
H 1.82 0.60 0.79
*
```

The value obtained for the energy relative to the best compared isomer or geometry (same formula, charge and spin) is 16.4 kcal per mole. Its structure (SMILES) is C[NH2+][C@H]1BOc2c(C)cccc2C1.

=====

(3)
# C10H15BrI2NO2

An isolated ion of composition C10H15BrI2NO2 and charge -1 in a non-equilibrium geometry (ωB97M-V with the def2-TZVPD basis set, the Open Molecules 2025 dataset).

Geometry as ORCA input:
```
! RIJCOSX wB97M-V def2-TZVPD def2/J DEFGRID3
* xyz -1 1
C 4.99 1.22 0.53
C 3.60 0.84 -0.21
I 3.71 0.78 -2.40
C 2.38 0.60 0.50
I 2.39 0.69 2.71
N 1.13 0.31 -0.23
C 0.85 -1.15 -0.41
Br 2.27 -2.34 0.39
C -0.57 -1.47 0.30
C -1.83 -0.81 -0.43
C -2.37 0.55 0.22
C -3.09 0.34 1.66
C -3.55 1.09 -0.78
C 0.80 -1.58 -1.99
O 0.55 -0.65 -2.84
O 1.05 -2.87 -2.39
H 5.85 1.08 -0.22
H 4.94 2.37 0.71
H 5.15 0.65 1.50
H 0.38 0.64 0.41
H -0.77 -2.61 0.34
H -0.50 -1.15 1.42
H -2.70 -1.58 -0.33
H -1.70 -0.63 -1.55
H -1.59 1.39 0.26
H -3.69 -0.65 1.57
H -3.87 1.16 1.87
H -2.34 0.33 2.52
H -4.05 0.13 -1.20
H -3.12 1.63 -1.70
H -4.32 1.71 -0.23
*
```

The calculation puts the total energy at -3764.62042 Eh. Its structure (SMILES) is C/C(I)=C(\I)N[C@@](Br)(CCC(C)C)C(=O)[O-].

=====

(4)
# C10H15BrN3

A 2-piece molecular cluster, C10H15BrN3 overall in a non-equilibrium geometry (ωB97M-V with the def2-TZVPD basis set, the Open Molecules 2025 dataset).

Geometry as ORCA input:
```
! RIJCOSX wB97M-V def2-TZVPD def2/J DEFGRID3
* xyz 1 1
C -2.61 3.42 -1.49
C -1.90 1.18 -1.96
C -2.71 2.32 -2.30
C -0.96 2.35 -0.31
C 2.61 -1.56 -0.90
C 2.70 -1.64 0.66
C 1.10 -1.42 -0.82
C 1.20 -1.37 0.68
C -0.99 -1.03 1.25
C 0.78 -0.64 2.91
N -1.64 3.44 -0.60
N -1.10 1.19 -0.98
N 0.38 -1.06 1.60
Br -3.98 2.16 -3.75
H -3.08 4.30 -1.65
H -1.98 0.21 -2.60
H 3.23 -0.63 -1.25
H 3.15 -2.54 -1.46
H 2.81 -2.59 1.01
H 3.26 -0.97 1.23
H -0.10 2.41 0.43
H 0.67 -0.44 -1.18
H 0.45 -2.16 -1.48
H -1.08 -0.18 0.50
H -1.26 -1.95 0.59
H -1.51 -1.05 2.20
H 0.41 -1.47 3.54
H 1.88 -0.54 2.91
H 0.24 0.24 3.20
*
```

The value obtained for the energy relative to the best compared isomer or geometry (same formula, charge and spin) is 13.6 kcal per mole.

=====

(5)
# C10H15BrO

One molecule with the formula C10H15BrO in a non-equilibrium geometry (ωB97M-V with the def2-TZVPD basis set, the Open Molecules 2025 dataset).

Geometry as ORCA input:
```
! RIJCOSX wB97M-V def2-TZVPD def2/J DEFGRID3
* xyz 0 1
C 1.45 0.78 -2.25
O 0.60 -0.23 -1.89
C 0.25 -0.47 -0.60
C 0.56 0.34 0.41
C 0.38 0.06 1.85
C 0.32 0.92 2.90
C 0.27 2.40 2.79
C -0.22 3.10 1.76
Br -0.01 5.01 1.66
C -0.59 -1.70 -0.53
C -2.05 -1.48 -1.07
C 0.04 -2.78 -1.40
H 1.13 1.25 -3.24
H 2.43 0.27 -2.23
H 1.67 1.53 -1.49
H 0.81 1.34 0.14
H 0.43 -0.96 2.19
H 0.25 0.57 3.96
H 0.75 3.00 3.57
H -1.04 2.66 0.97
H -0.70 -1.96 0.54
H -2.62 -2.31 -0.67
H -2.12 -1.43 -2.12
H -2.48 -0.65 -0.58
H -0.79 -3.59 -1.47
H 0.98 -3.22 -0.86
H 0.29 -2.44 -2.33
*
```

The value obtained for the energy relative to the best compared isomer or geometry (same formula, charge and spin) is 28.5 kcal per mole. Its structure (SMILES) is CO/C(=C/C=C\C=C\Br)C(C)C.

=====

(6)
# C10H15CeClI2N2O2P

C10H15CeClI2N2O2P as an isolated structure in a non-equilibrium geometry (ωB97M-V with the def2-TZVPD basis set, the Open Molecules 2025 dataset).

Geometry as ORCA input:
```
! RIJCOSX wB97M-V def2-TZVPD def2/J DEFGRID3
* xyz 2 2
I -2.15 -3.00 2.75
I -2.06 0.27 3.57
Ce -0.22 0.32 1.43
P -1.87 0.73 -1.35
C -3.66 0.48 -1.15
C -1.89 2.52 -1.67
H -0.71 0.08 -3.39
H -2.39 0.46 -3.76
H -1.99 -1.08 -2.99
C -1.72 -0.01 -3.01
H -0.88 2.87 -1.91
H -2.54 2.76 -2.53
H -4.30 0.92 -1.91
H -3.96 0.88 -0.19
H -2.27 3.06 -0.79
H -3.91 -0.59 -1.18
C -1.87 -0.76 0.52
O -2.80 -1.46 0.30
Cl 1.03 0.77 -0.97
N 6.39 -0.06 3.20
C 5.27 0.38 2.52
O 5.11 1.47 2.04
C 4.17 -0.68 2.41
C 4.14 -1.95 2.99
C 3.01 -2.76 2.87
C 1.91 -2.23 2.19
N 1.87 -0.96 1.83
C 3.03 -0.25 1.74
H 7.14 0.61 3.19
H 6.55 -1.00 3.51
H 5.01 -2.34 3.56
H 2.93 -3.75 3.28
H 1.04 -2.81 1.94
H 3.01 0.68 1.20
*
```

The value obtained for the energy relative to the best compared isomer or geometry (same formula, charge and spin) is 85.6 kcal per mole. As for the expectation value of S²: 0.760.

=====

(7)
# C10H15Cl18NO3P

A 7-piece molecular cluster, C10H15Cl18NO3P overall in a non-equilibrium geometry (ωB97M-V with the def2-TZVPD basis set, the Open Molecules 2025 dataset).

Geometry as ORCA input:
```
! RIJCOSX wB97M-V def2-TZVPD def2/J DEFGRID3
* xyz -1 1
N 0.82 1.96 3.86
P -0.29 2.96 3.38
O 0.16 4.52 3.66
O -0.29 2.86 1.73
C -1.87 2.84 4.06
C -2.89 2.18 3.15
C -4.35 2.41 3.63
C -4.94 3.74 3.34
O -4.54 3.28 4.70
H 1.22 1.48 3.07
H -0.32 4.79 4.44
H -0.95 3.46 1.39
H -2.17 3.87 4.30
H -2.76 1.10 3.12
H -2.92 2.60 2.13
H -5.01 1.55 3.54
H -4.24 4.43 2.89
H -5.95 4.01 3.58
C 2.07 -1.42 0.70
Cl 1.02 -2.83 0.90
Cl 1.99 -0.80 -0.95
Cl 1.64 -0.18 1.87
H 3.09 -1.73 0.89
C -2.23 -0.27 -1.00
Cl -1.58 -0.81 0.54
Cl -2.15 1.48 -1.15
Cl -1.39 -1.06 -2.34
H -3.27 -0.57 -1.05
C 4.83 -0.54 -3.86
Cl 5.31 -0.79 -2.19
Cl 6.08 -1.14 -4.97
Cl 3.29 -1.33 -4.21
H 4.71 0.52 -4.03
C 3.65 -4.64 -6.71
Cl 3.96 -3.83 -8.24
Cl 2.15 -5.58 -6.79
Cl 5.01 -5.66 -6.25
H 3.52 -3.88 -5.95
C -2.07 0.74 -5.96
Cl -2.97 -0.78 -6.04
Cl -2.92 1.92 -4.98
Cl -0.44 0.47 -5.36
H -1.99 1.13 -6.97
C 1.87 -4.50 4.91
Cl 3.00 -4.38 6.27
Cl 1.80 -3.00 4.00
Cl 2.30 -5.86 3.87
H 0.89 -4.69 5.32
*
```

The calculation puts the total energy at -9295.25969 Eh.

=====

(8)
# C10H15ClN4

A 2-piece molecular cluster, C10H15ClN4 overall in a non-equilibrium geometry (ωB97M-V with the def2-TZVPD basis set, the Open Molecules 2025 dataset).

Geometry as ORCA input:
```
! RIJCOSX wB97M-V def2-TZVPD def2/J DEFGRID3
* xyz 2 3
C 0.45 0.25 2.28
C 1.40 0.58 3.25
C 1.95 -1.26 1.26
C 0.74 -0.60 1.23
C 2.56 -0.24 3.25
C -1.53 -1.24 0.30
C -0.72 -2.38 0.07
C -0.53 1.51 -3.13
C -1.61 0.56 -2.89
C -1.03 2.03 -0.72
N 2.80 -1.07 2.20
N 0.25 -0.64 -1.17
N -0.10 -0.96 0.10
N -0.79 1.12 -1.81
Cl 3.90 -0.13 4.29
H -0.47 0.86 2.18
H 1.37 1.32 3.91
H 2.32 -1.94 0.49
H -2.24 -0.88 -0.47
H -1.87 -0.99 1.25
H -0.30 -3.09 0.82
H -0.58 -2.84 -0.98
H 0.41 1.10 -3.61
H -0.71 2.52 -3.41
H -2.64 0.67 -2.80
H -1.35 -0.47 -3.07
H -1.87 2.75 -1.10
H -1.03 1.44 0.16
H -0.04 2.61 -0.63
H 1.25 -0.56 -1.26
*
```

The calculation puts the total energy at -1068.28808 Eh. As for the expectation value of S²: 2.032.